--- one ---
DFT (ωB97M-V with the def2-TZVPD basis set) results for an isolated molecule of C6H9BrClN3.

Geometry as XYZ:
```
20
C6H9BrClN3 (ωB97M-V with the def2-TZVPD basis set)
C 0.862 -1.633 0.949
C 1.064 1.766 -0.185
C -0.173 2.584 0.096
C 1.827 -1.088 0.201
C -0.245 1.227 0.463
C -2.142 -1.577 -0.989
N -0.418 -1.633 0.491
N -1.132 0.455 -0.336
N -1.129 -0.807 -0.169
Cl 1.078 -2.586 2.338
Br 3.705 -1.303 0.587
H 1.235 1.548 -1.198
H 1.992 1.760 0.328
H -0.318 3.341 0.906
H -0.636 2.883 -0.861
H 1.496 -0.690 -0.681
H -0.164 0.927 1.534
H -2.881 -2.059 -0.391
H -2.524 -0.746 -1.472
H -1.496 -2.370 -1.611
```

HOMO level (spin up / spin down) ... -0.2997 / -0.2997 hartree
LUMO level (spin up / spin down) ... 0.26 / 0.26 eV
Frontier orbital gap (spin up / spin down) ... 0.3093 / 0.3094 Eh
Multiplicity ... 1
Total charge ... 0

Atom charges from the Mulliken analysis, given in e for atoms 1 to 5: number 1, C, carries 0.270; number 2, C, carries -0.858; number 3, C, carries -0.504; number 4, C, carries -0.560; number 5, C, carries 0.162

=====

--- two ---
DFT (ωB97M-V with the def2-TZVPD basis set) results for a structure of composition C6H9BrClN3.

Geometry as XYZ:
```
20
C6H9BrClN3 (ωB97M-V with the def2-TZVPD basis set)
C -0.780 -1.785 -1.651
C 1.323 1.912 -0.389
C 0.848 1.752 1.023
C -0.393 -0.336 -1.530
C 1.187 0.587 0.192
C -0.685 -1.301 1.760
N -0.763 -2.316 -0.461
N 0.067 -0.294 -0.253
N -0.157 -1.555 0.390
Cl -1.258 -2.466 -3.168
Br -2.703 0.677 -1.500
H 0.494 2.034 -1.135
H 2.314 2.188 -0.739
H 1.516 1.993 1.861
H -0.207 1.978 1.252
H -0.107 0.377 -2.272
H 1.996 0.056 0.454
H -1.578 -0.559 1.647
H -1.086 -2.256 2.171
H -0.026 -0.684 2.347
```

HOMO level (spin up / spin down) ... -0.2970 / -0.2970 hartree
LUMO level (spin up / spin down) ... -0.29 / -0.29 eV
Frontier orbital gap (spin up / spin down) ... 0.2862 / 0.2863 Eh
Multiplicity ... 1
Total charge ... 0

Atom charges from the Mulliken analysis, given in e for atoms 1 to 5: number 1, C, carries 0.429; number 2, C, carries -0.691; number 3, C, carries -0.529; number 4, C, carries -0.778; number 5, C, carries -0.281

=====

Q: What are the energies relative to the best structure? A: one 0.0583; two 0.0000, in hartree.

=====

--- one ---
DFT (ωB97M-V with the def2-TZVPD basis set) results for a structure of composition C5H7Cl2N.

Geometry as XYZ:
```
15
C5H7Cl2N (ωB97M-V with the def2-TZVPD basis set)
C 0.241 -0.229 -1.214
C -0.479 -0.969 -0.066
C 0.389 -0.648 1.154
C 0.574 0.866 0.907
C -0.245 0.987 -0.376
H -0.877 -1.975 -0.192
H -0.159 -0.864 2.076
H 1.319 -1.225 1.161
H 0.138 1.478 1.707
H 1.629 1.175 0.751
H -0.387 1.958 -0.834
H -2.086 0.123 -0.815
N -1.441 0.183 0.004
Cl 1.981 -0.485 -1.481
Cl -0.597 -0.375 -2.780
```

HOMO level ... -0.3586 hartree
LUMO level ... 0.85 eV
Frontier orbital gap ... 0.3898 Eh
Multiplicity ... 1
Total charge ... 0

Atom charges from the Mulliken analysis, given in e for atoms 1 to 5: number 1, C, carries 0.821; number 2, C, carries -0.468; number 3, C, carries -0.703; number 4, C, carries -0.682; number 5, C, carries -0.462

=====

--- two ---
DFT (ωB97M-V with the def2-TZVPD basis set) results for an isolated molecule of C5H7Cl2N.

Geometry as XYZ:
```
15
C5H7Cl2N (ωB97M-V with the def2-TZVPD basis set)
Cl 2.407 -1.404 -0.278
C 1.339 -0.009 -0.074
Cl 2.400 1.469 -0.005
C 0.461 -0.210 1.347
C -1.043 -0.505 0.517
N -2.312 0.052 -0.307
C -0.858 0.464 -0.554
C 0.244 0.019 -1.215
H 0.747 -1.184 1.862
H 0.414 0.690 1.954
H -0.846 -1.496 0.344
H -2.743 0.700 0.244
H -0.585 1.438 -0.055
H 0.439 0.883 -2.017
H -0.063 -0.907 -1.764
```

HOMO level ... -0.3434 hartree
SMILES ... ClC1(Cl)C[C@H]2N[C@@H]2C1
LUMO level ... 0.64 eV
Frontier orbital gap ... 0.3670 Eh
Multiplicity ... 1
Total charge ... 0

Atom charges from the Mulliken analysis, given in e for atoms 1 to 5: number 1, Cl, carries -0.185; number 2, C, carries 0.817; number 3, Cl, carries -0.159; number 4, C, carries -1.054; number 5, C, carries -0.379

=====

Q: What are the energies relative to the best structure? A: one 0.0000; two 0.1739, in hartree.

=====

--- one ---
DFT (ωB97M-V with the def2-TZVPD basis set) results for a cluster of 12 separate species, H24O12 in total.

Geometry as XYZ:
```
36
H24O12 (ωB97M-V with the def2-TZVPD basis set)
O -0.081 0.448 0.161
H -0.567 0.387 0.997
H -0.815 0.365 -0.427
O 0.564 5.330 -1.017
H 1.486 5.533 -1.255
H 0.658 4.600 -0.447
O -4.563 1.695 -1.458
H -4.300 2.471 -1.992
H -3.935 1.019 -1.721
O -1.922 -1.366 -1.539
H -1.415 -0.732 -2.066
H -2.187 -0.835 -0.861
O 3.735 -2.593 -0.262
H 4.507 -1.997 -0.346
H 3.174 -2.087 0.213
O 0.824 -2.163 -2.279
H 1.483 -2.057 -3.059
H 0.243 -1.446 -2.474
O 1.648 -1.001 3.858
H 1.557 -0.045 3.995
H 1.893 -1.396 4.671
O 2.297 1.413 1.752
H 1.695 1.057 1.124
H 2.488 2.369 1.439
O 0.015 -2.862 -0.523
H 0.392 -3.820 -0.626
H -0.905 -2.995 -0.738
O 4.317 0.829 -1.978
H 3.869 0.085 -1.497
H 3.577 1.346 -2.147
O -4.760 -2.222 0.611
H -4.528 -1.475 0.010
H -4.302 -2.002 1.431
O -2.027 1.072 2.546
H -1.643 1.988 2.541
H -2.475 1.090 3.365
```

HOMO level ... -0.3447 hartree
SMILES ... O.O.O.O.O.O.O.O.O.O.O.O
LUMO level ... -0.51 eV
Frontier orbital gap ... 0.3259 Eh
Multiplicity ... 1
Total charge ... 0

Atom charges from the Mulliken analysis, given in e for atoms 1 to 5: number 1, O, carries -0.530; number 2, H, carries 0.325; number 3, H, carries 0.167; number 4, O, carries -0.624; number 5, H, carries 0.327

=====

--- two ---
DFT (ωB97M-V with the def2-TZVPD basis set) results for a cluster of 12 separate species, H24O12 in total.

Geometry as XYZ:
```
36
H24O12 (ωB97M-V with the def2-TZVPD basis set)
O 2.535 -2.110 -1.233
H 2.202 -2.971 -0.987
H 3.104 -2.098 -2.002
O 0.538 1.217 0.817
H 0.082 1.879 0.295
H 0.053 0.408 0.625
O 2.785 0.425 -1.023
H 2.669 1.174 -0.429
H 2.960 -0.294 -0.417
O -2.801 0.749 1.870
H -3.136 -0.029 2.314
H -3.400 1.333 1.409
O -0.942 -3.628 0.875
H -0.069 -3.421 0.563
H -1.119 -4.553 0.700
O -0.766 0.782 3.960
H -1.618 0.755 3.527
H -0.214 1.399 3.474
O -3.524 0.349 -2.048
H -2.661 0.275 -1.642
H -4.134 -0.313 -1.744
O 0.337 -3.871 -1.960
H 0.087 -3.052 -1.525
H 1.277 -3.934 -2.109
O 0.045 3.931 0.722
H -0.093 4.815 1.078
H -0.860 3.630 0.603
O 2.980 -1.495 2.344
H 2.646 -0.604 2.470
H 3.290 -1.582 1.440
O -1.239 3.363 -2.523
H -2.143 3.666 -2.423
H -1.232 2.714 -3.231
O 0.215 0.323 -1.614
H 0.631 0.227 -2.460
H 0.926 0.671 -1.023
```

HOMO level ... -0.3936 hartree
SMILES ... O.O.O.O.O.O.O.O.O.O.O.O
LUMO level ... 0.00 eV
Frontier orbital gap ... 0.3936 Eh
Multiplicity ... 1
Total charge ... 0

Atom charges from the Mulliken analysis, given in e for atoms 1 to 5: number 1, O, carries -0.552; number 2, H, carries 0.290; number 3, H, carries 0.284; number 4, O, carries -0.589; number 5, H, carries 0.272

=====

--- three ---
DFT (ωB97M-V with the def2-TZVPD basis set) results for a cluster of 12 separate species, H24O12 in total.

Geometry as XYZ:
```
36
H24O12 (ωB97M-V with the def2-TZVPD basis set)
O 0.198 0.122 -0.469
H 0.993 0.601 -0.209
H 0.213 -0.671 0.078
O -2.279 3.594 0.594
H -2.079 2.670 0.405
H -1.911 4.072 -0.158
O -1.103 -4.385 0.860
H -1.530 -3.768 1.465
H -0.963 -3.868 0.058
O -1.530 0.516 -2.270
H -0.734 0.227 -1.811
H -1.197 0.956 -3.061
O 3.694 0.417 1.633
H 2.949 -0.194 1.605
H 4.091 0.344 0.758
O 0.568 -2.134 -1.833
H 0.897 -1.800 -2.675
H 0.123 -2.957 -2.064
O 0.075 5.055 0.379
H 0.893 4.880 -0.100
H -0.435 5.610 -0.221
O 0.986 2.268 1.922
H 0.620 2.762 1.180
H 1.923 2.188 1.711
O 4.012 -1.990 -1.528
H 4.581 -2.029 -2.305
H 3.625 -1.108 -1.564
O -3.000 -1.725 -1.701
H -2.067 -1.921 -1.554
H -3.017 -1.307 -2.569
O -3.053 -1.456 0.550
H -3.856 -1.717 0.086
H -3.194 -1.759 1.453
O 1.241 -0.280 2.398
H 1.312 -1.022 3.009
H 0.296 -0.215 2.217
```

HOMO level ... -0.3910 hartree
SMILES ... O.O.O.O.O.O.O.O.O.O.O.O
LUMO level ... -0.25 eV
Frontier orbital gap ... 0.3817 Eh
Multiplicity ... 1
Total charge ... 0

Atom charges from the Mulliken analysis, given in e for atoms 1 to 5: number 1, O, carries -0.560; number 2, H, carries 0.246; number 3, H, carries 0.189; number 4, O, carries -0.600; number 5, H, carries 0.303

=====

--- four ---
DFT (ωB97M-V with the def2-TZVPD basis set) results for a cluster of 12 separate species, H24O12 in total.

Geometry as XYZ:
```
36
H24O12 (ωB97M-V with the def2-TZVPD basis set)
O -2.969 -1.019 3.639
H -2.016 -1.005 3.718
H -3.266 -0.293 4.188
O -0.137 -4.909 1.969
H 0.225 -4.505 1.180
H -0.899 -5.399 1.660
O 3.682 -0.260 0.363
H 3.939 0.430 -0.249
H 4.400 -0.301 0.995
O 1.393 -0.387 3.755
H 1.662 -1.041 4.401
H 2.075 -0.419 3.084
O -1.594 0.181 -4.627
H -1.301 0.995 -5.035
H -1.496 0.334 -3.687
O 0.845 4.651 -0.029
H 1.572 4.249 -0.504
H 0.812 5.550 -0.355
O 2.254 3.941 3.639
H 2.193 2.992 3.745
H 1.805 4.119 2.813
O 3.492 2.748 -2.608
H 2.707 2.348 -2.982
H 3.572 3.587 -3.060
O 0.722 -3.946 -2.196
H 1.156 -3.272 -2.719
H 0.365 -4.557 -2.840
O -0.742 0.721 -0.571
H -0.391 0.058 0.024
H -0.364 1.544 -0.263
O -4.710 0.446 -1.183
H -4.940 1.194 -1.733
H -3.770 0.538 -1.032
O -3.654 -3.382 -1.015
H -3.884 -2.473 -1.211
H -2.736 -3.459 -1.275
```

HOMO level ... -0.4061 hartree
SMILES ... O.O.O.O.O.O.O.O.O.O.O.O
LUMO level ... -0.37 eV
Frontier orbital gap ... 0.3926 Eh
Multiplicity ... 1
Total charge ... 0

Atom charges from the Mulliken analysis, given in e for atoms 1 to 5: number 1, O, carries -0.631; number 2, H, carries 0.314; number 3, H, carries 0.314; number 4, O, carries -0.637; number 5, H, carries 0.316

=====

Q: What are the energies relative to the best structure? A: one 0.0914; two 0.0150; three 0.0221; four 0.0000, in hartree.

=====

--- one ---
DFT (ωB97M-V with the def2-TZVPD basis set) results for a cluster of 3 separate species, C4H10N2O3 in total.

Geometry as XYZ:
```
19
C4H10N2O3 (ωB97M-V with the def2-TZVPD basis set)
C 0.032 0.640 2.205
C -0.592 0.778 0.845
O -0.249 1.643 0.063
C -1.647 -0.255 0.469
N -1.385 -1.626 0.859
H 0.600 1.535 2.449
H 0.710 -0.215 2.188
H -0.727 0.452 2.964
H -1.795 -0.224 -0.613
H -2.589 0.077 0.923
H -0.510 -1.934 0.450
H -1.329 -1.725 1.865
N 2.541 0.091 -2.302
C 1.781 -0.554 -1.588
O 1.388 -1.034 -0.595
H 3.072 -0.178 -3.113
O 0.072 0.484 -2.423
H -0.132 1.052 -1.655
H 0.760 0.992 -2.992
```

HOMO level ... -0.3383 hartree
SMILES ... CC(=O)CN.N=C=O.O
LUMO level ... 0.74 eV
Frontier orbital gap ... 0.3656 Eh
Multiplicity ... 1
Total charge ... 0

Atom charges from the Mulliken analysis, given in e for atoms 1 to 5: number 1, C, carries -1.310; number 2, C, carries 1.061; number 3, O, carries -0.704; number 4, C, carries -0.765; number 5, N, carries -0.611

=====

--- two ---
DFT (ωB97M-V with the def2-TZVPD basis set) results for a structure of composition C4H10N2O3.

Geometry as XYZ:
```
19
C4H10N2O3 (ωB97M-V with the def2-TZVPD basis set)
C -0.777 0.648 0.688
C 0.136 -0.338 1.341
C 0.794 -1.105 0.106
C -1.477 -0.019 -0.571
H -0.054 2.307 1.313
H -0.229 2.366 -0.579
H -1.602 1.177 1.357
H -0.480 -1.129 1.932
H 0.874 0.028 1.907
H -0.054 -0.971 -0.997
H 0.827 -2.641 0.077
H 2.367 -1.483 -0.987
H 1.610 1.334 -1.103
H -2.201 -1.265 -1.301
N -0.023 1.760 0.427
N 2.169 -0.608 -0.248
O 1.822 0.484 -1.357
O -2.309 -0.990 -0.238
O -1.392 0.445 -1.767
```

HOMO level ... -0.3384 hartree
LUMO level ... 0.49 eV
Frontier orbital gap ... 0.3566 Eh
Multiplicity ... 1
Total charge ... 0

Atom charges from the Mulliken analysis, given in e for atoms 1 to 5: number 1, C, carries 0.063; number 2, C, carries -1.049; number 3, C, carries -0.358; number 4, C, carries 0.250; number 5, H, carries 0.240

=====

Q: What are the energies relative to the best structure? A: one 0.0000; two 0.2753, in hartree.